(1)
19
Properties=species:S:1:pos:R:3 method="wB97M-V/def2-TZVPD" s2=0.757 multiplicity=2 total_charge=0 orbital_gap_ev="9.64 / 6.96" e_lumo_ev="0.6 / -2.0" de_lowest_ev=1.499
C -0.710 -0.525 -2.481
C 0.731 -0.126 -2.073
N 0.830 0.548 -0.804
C 0.361 -0.012 0.434
C -0.905 0.863 1.045
O -0.718 2.143 0.776
H -1.002 -0.903 -3.500
H -1.180 -1.022 -1.611
H -1.353 0.450 -2.536
H 1.019 0.676 -2.778
H 1.413 -0.950 -2.131
H 0.453 1.461 -0.866
H 0.011 -1.033 0.237
H 1.134 -0.042 1.199
H -1.041 0.375 2.035
H -1.795 0.422 0.457
H 1.331 -0.150 4.197
H 0.284 -1.105 3.954
O 1.139 -1.071 4.445

=====

(2)
25
Properties=species:S:1:pos:R:3 method="wB97M-V/def2-TZVPD" total_charge=0 orbital_gap_ev=8.90 smiles=C[C@@H](S)B([C@@H](C)S)[C@@H](C)S e_lumo_ev=0.2 de_lowest_ev=0.063
B -0.347 0.788 0.592
C -1.746 -1.508 0.404
C 0.134 1.956 -1.706
C 1.951 -0.435 0.549
C -1.443 -0.282 1.256
C -0.813 1.803 -0.508
C 1.188 0.799 1.142
S -0.731 -0.692 2.933
S -2.489 1.513 -1.067
S 2.229 2.305 0.786
H -1.960 -2.432 1.068
H -0.801 -1.777 0.018
H -2.462 -1.367 -0.292
H 1.212 2.320 -1.327
H 0.395 0.971 -2.191
H -0.048 2.722 -2.351
H 1.686 -1.373 1.163
H 3.038 -0.300 0.554
H 1.668 -0.617 -0.525
H -2.300 0.326 1.520
H -1.014 2.786 -0.099
H 1.200 0.701 2.226
H -1.818 -1.110 3.550
H -2.665 2.598 -1.761
H 1.563 3.145 1.457

=====

(3)
60
Properties=species:S:1:pos:R:3 method="wB97M-V/def2-TZVPD" total_charge=+1 orbital_gap_ev=9.44 e_lumo_ev=-3.1 de_lowest_ev=0.000
C 3.084 -1.718 0.212
O 2.147 -2.783 0.041
C 1.423 -2.793 -1.140
C 0.048 -2.245 -0.867
N -0.131 -1.257 -0.004
C -1.448 -1.066 0.045
N -2.070 -0.186 0.847
S -1.304 0.825 1.994
C 0.066 1.574 1.185
O -0.862 -0.014 3.056
O -2.305 1.812 2.238
N -2.084 -1.895 -0.789
N -1.106 -2.649 -1.377
H 2.801 -1.130 1.083
H 4.069 -2.147 0.379
H 3.106 -1.052 -0.645
H 1.358 -3.817 -1.513
H 1.873 -2.186 -1.931
H -3.080 -0.155 0.859
H 0.908 1.423 1.855
H -0.162 2.630 1.070
H 0.316 1.134 0.228
H -3.067 -2.008 -0.975
H -1.290 -3.374 -2.050
C -0.401 -4.528 4.536
C -1.000 -4.334 3.154
C -0.039 -3.640 2.208
O -2.218 -3.585 3.226
H -0.152 -3.559 4.979
H -1.114 -5.023 5.194
H 0.509 -5.128 4.494
H -1.284 -5.304 2.743
H 0.208 -2.642 2.579
H -0.504 -3.523 1.230
H 0.889 -4.197 2.085
H -2.007 -2.729 3.618
C 4.516 2.810 -1.757
C 3.126 2.238 -1.972
C 2.242 3.173 -2.778
O 2.513 1.926 -0.709
H 4.456 3.750 -1.201
H 5.133 2.121 -1.182
H 5.010 3.009 -2.707
H 3.205 1.278 -2.489
H 2.117 4.123 -2.252
H 1.252 2.740 -2.926
H 2.678 3.382 -3.755
H 2.443 2.757 -0.224
C -1.623 3.233 -2.198
C -3.078 2.831 -2.028
C -3.853 3.829 -1.186
O -3.162 1.520 -1.449
H -1.128 3.286 -1.223
H -1.093 2.499 -2.807
H -1.535 4.208 -2.676
H -3.545 2.735 -3.008
H -3.422 3.897 -0.183
H -4.892 3.518 -1.082
H -3.832 4.821 -1.636
H -2.775 1.568 -0.569

=====

(4)
13
Properties=species:S:1:pos:R:3 method="wB97M-V/def2-TZVPD" total_charge=0 orbital_gap_ev=9.62 smiles="C=NNCC" e_lumo_ev=1.1 de_lowest_ev=3.276
C -1.627 -0.622 0.160
C -0.960 0.629 -0.322
C 2.381 -0.243 -0.004
H -1.518 -0.953 1.254
H -2.628 -0.691 -0.307
H -1.122 -1.549 -0.304
H -1.538 1.510 0.079
H -1.117 0.616 -1.399
H 0.616 1.246 0.952
H 2.949 0.598 0.637
H 3.020 -1.026 -0.410
N 0.433 0.807 0.024
N 1.109 -0.321 -0.361

=====

(5)
84
Properties=species:S:1:pos:R:3 method="wB97M-V/def2-TZVPD" s2=0.790 multiplicity=2 total_charge=+3 orbital_gap_ev="5.30 / 5.10" e_lumo_ev="-10.6 / -10.6"
Re 0.238 0.023 0.272
Br -1.063 -2.530 -3.937
C 0.607 -1.740 -3.566
C 1.633 -1.727 -4.500
C 2.840 -1.104 -4.229
Br 4.222 -1.189 -5.507
C 3.039 -0.406 -2.999
C 4.212 0.271 -2.629
C 4.260 0.909 -1.407
C 3.151 0.886 -0.563
N 2.021 0.263 -0.878
C 1.969 -0.395 -2.069
C 0.757 -1.118 -2.309
O -0.128 -1.143 -1.385
H 1.480 -2.212 -5.453
H 5.068 0.285 -3.285
H 5.153 1.432 -1.100
H 3.196 1.377 0.401
C 2.219 4.889 5.257
C 2.018 5.041 3.743
C 3.405 5.261 3.089
C 1.152 6.274 3.475
C 1.462 3.791 3.125
C 1.975 2.515 3.409
C 1.580 1.426 2.666
N 0.679 1.489 1.674
C 0.084 2.692 1.464
C 0.456 3.832 2.154
C -0.918 2.701 0.396
C -1.881 3.688 0.269
C -2.787 3.669 -0.798
C -2.621 2.619 -1.714
C -1.676 1.639 -1.499
N -0.844 1.647 -0.452
C -3.927 4.646 -0.885
C -3.723 5.879 0.002
C -5.147 3.832 -0.379
C -4.220 5.109 -2.317
H 2.618 5.818 5.654
H 2.920 4.100 5.513
H 1.273 4.686 5.751
H 3.803 6.211 3.434
H 3.325 5.300 2.005
H 4.104 4.476 3.363
H 1.567 7.121 4.013
H 0.134 6.128 3.832
H 1.134 6.542 2.421
H 2.699 2.367 4.192
H 2.010 0.452 2.851
H -0.010 4.770 1.903
H -1.936 4.459 1.019
H -3.254 2.544 -2.582
H -1.571 0.808 -2.185
H -3.749 5.634 1.061
H -4.521 6.593 -0.178
H -2.782 6.374 -0.234
H -4.966 3.438 0.619
H -5.367 3.007 -1.053
H -6.012 4.488 -0.339
H -3.355 5.608 -2.746
H -5.043 5.820 -2.297
H -4.511 4.294 -2.973
C 1.010 -3.330 4.537
N 1.396 -2.932 3.204
C 2.455 -3.684 2.565
C 0.820 -1.945 2.565
O 1.140 -1.600 1.399
H 0.638 -4.357 4.531
H 0.233 -2.679 4.932
H 1.873 -3.292 5.204
H 2.850 -4.421 3.257
H 3.255 -3.012 2.255
H 2.073 -4.192 1.679
H 0.023 -1.426 3.113
C -3.502 -1.579 -0.695
S -2.090 -2.142 0.292
C -3.060 -2.915 1.620
O -1.604 -0.842 0.970
H -4.076 -0.849 -0.132
H -4.119 -2.440 -0.933
H -3.141 -1.142 -1.621
H -3.658 -3.708 1.179
H -3.699 -2.181 2.099
H -2.394 -3.354 2.356

=====

(6)
78
Properties=species:S:1:pos:R:3 method="wB97M-V/def2-TZVPD" total_charge=+1 orbital_gap_ev=6.24 e_lumo_ev=-4.7
C -3.462 -1.823 -6.406
C -2.610 -2.664 -5.445
C -1.177 -2.180 -5.298
F -0.503 -2.341 -6.489
C -1.099 -0.719 -4.946
C -0.508 0.245 -5.736
C -0.518 1.535 -5.290
Cl 0.236 2.742 -6.208
C -1.145 1.866 -4.056
C -1.181 3.258 -3.510
C -2.318 3.537 -2.512
C -1.852 3.967 -1.119
C -0.839 5.122 -1.087
C 0.572 4.694 -0.689
C 0.688 4.235 0.780
C 1.233 2.811 0.971
C 0.156 1.733 1.094
O 0.575 0.595 1.853
C 0.079 0.545 3.143
C 0.897 1.254 4.189
O -0.930 -0.061 3.377
N -1.678 0.912 -3.338
N -1.633 -0.324 -3.803
H -4.081 -2.468 -7.024
H -2.839 -1.238 -7.081
H -4.136 -1.157 -5.872
H -3.068 -2.733 -4.456
H -2.534 -3.691 -5.798
H -0.669 -2.759 -4.524
H -0.046 -0.036 -6.669
H -1.259 3.935 -4.361
H -0.204 3.460 -3.067
H -2.941 2.654 -2.393
H -2.961 4.314 -2.926
H -1.442 3.094 -0.606
H -2.747 4.240 -0.560
H -1.186 5.882 -0.388
H -0.801 5.606 -2.067
H 0.894 3.867 -1.329
H 1.261 5.516 -0.875
H -0.292 4.313 1.257
H 1.337 4.920 1.323
H 1.853 2.772 1.865
H 1.888 2.560 0.136
H -0.097 1.337 0.109
H -0.761 2.148 1.518
H 1.061 0.565 5.013
H 1.858 1.576 3.805
H 0.326 2.101 4.563
H -2.067 -1.005 -3.193
C -0.814 -7.198 -1.135
C -0.638 -5.948 -1.578
C -0.313 -5.642 -3.020
O -0.209 -4.456 -3.324
C -0.149 -6.726 -3.947
C -0.316 -7.987 -3.509
C -0.673 -8.300 -2.070
O -0.815 -9.471 -1.790
O -0.194 -9.049 -4.272
O -0.733 -4.874 -0.804
H -1.051 -7.426 -0.106
H 0.103 -6.496 -4.973
H -0.371 -9.828 -3.707
H -0.520 -4.111 -1.369
C 4.193 0.742 8.206
C 4.530 0.548 9.490
C 3.732 1.136 10.634
O 4.126 0.883 11.755
C 2.573 1.948 10.327
C 2.240 2.143 9.044
C 3.030 1.542 7.904
O 2.624 1.777 6.776
O 1.202 2.865 8.650
O 5.571 -0.165 9.880
H 4.757 0.324 7.385
H 2.011 2.372 11.147
H 1.202 2.827 7.674
H 5.570 -0.141 10.858

=====

Sequential max |F| output: 3.14 5.57 0.99 5.40 3.40 0.54 eV/Å